Version i
C3H8NOS | ωB97M-V with the def2-TZVPD basis set

## Properties
total charge	+1
HOMO level	-13.3	eV
LUMO level	-0.2364	hartree

Atoms and positions in Å:
1 C 0.432 -1.438 0.188
2 C 0.195 -0.110 -0.425
3 C -0.876 0.847 0.104
4 N -2.182 0.636 -0.355
5 O 1.476 0.130 0.302
6 S 2.982 0.388 -0.268
7 H 0.086 -1.592 1.115
8 H 0.895 -2.159 -0.362
9 H 0.354 -0.095 -1.408
10 H -0.808 0.711 1.158
11 H -0.473 1.848 -0.380
12 H -2.907 1.327 -0.275
13 H -2.534 -0.266 -0.265
14 H 3.361 -0.228 0.873

Version ii
C3H8NOS | ωB97M-V with the def2-TZVPD basis set

## Properties
total charge	+1
structure (SMILES)	C[N@@H+]1COSC1
HOMO level	-13.9	eV
LUMO level	-0.1491	hartree

Atoms and positions in Å:
1 C -1.464 0.105 0.430
2 N -0.197 -0.011 -0.412
3 C 0.621 -1.209 0.147
4 O 1.913 -0.976 -0.123
5 S 2.394 0.601 0.368
6 C 0.757 1.266 -0.435
7 H -1.082 0.102 1.458
8 H -2.002 0.960 0.095
9 H -2.165 -0.725 0.193
10 H -0.498 -0.264 -1.320
11 H 0.178 -1.227 1.144
12 H 0.352 -2.042 -0.350
13 H 0.910 1.526 -1.476
14 H 0.283 1.894 0.280

Most stable structure: version ii

Version i
CH8N2S | ωB97M-V with the def2-TZVPD basis set

## Properties
total charge	0
structure (SMILES)	NCN.S
HOMO level	-8.9	eV
LUMO level	0.0283	hartree

Atoms and positions in Å:
1 N -1.544 1.137 0.978
2 C -1.135 1.662 -0.313
3 N 0.260 1.882 -0.563
4 H -1.031 0.304 1.264
5 H -1.433 1.824 1.712
6 H -1.541 1.006 -1.086
7 H -1.669 2.591 -0.486
8 H 0.670 2.596 0.017
9 H 0.840 1.063 -0.569
10 S 1.055 -2.215 -0.004
11 H 0.241 -1.710 -0.945
12 H 2.103 -2.436 -0.816

Version ii
CH8N2S | ωB97M-V with the def2-TZVPD basis set

## Properties
total charge	0
structure (SMILES)	NCN.S
HOMO level	-9.0	eV
LUMO level	0.0298	hartree

Atoms and positions in Å:
1 N 0.833 -1.342 1.089
2 C 0.073 -0.172 1.449
3 N 0.231 0.920 0.468
4 H 1.521 -1.186 0.372
5 H 1.237 -1.841 1.863
6 H -0.990 -0.408 1.513
7 H 0.368 0.204 2.440
8 H -0.623 0.906 -0.086
9 H 0.950 0.642 -0.196
10 S -1.250 1.311 -3.241
11 H -2.054 0.255 -3.143
12 H -0.297 0.711 -2.528

Most stable structure: version i

Version i
C4H2N2O | ωB97M-V with the def2-TZVPD basis set

## Properties
total charge	0
HOMO level	-10.3	eV
LUMO level	0.0161	hartree

Atoms and positions in Å:
1 C 2.013 0.037 0.008
2 C 0.619 0.021 -0.096
3 C -0.328 0.979 -0.022
4 C -1.282 -0.810 -0.012
5 H -0.360 2.050 0.088
6 H -2.136 -1.493 0.117
7 N 3.180 -0.109 -0.016
8 N -0.090 -1.168 -0.034
9 O -1.616 0.494 -0.034

Version ii
C4H2N2O | ωB97M-V with the def2-TZVPD basis set

## Properties
total charge	0
structure (SMILES)	N#Cc1ccon1
HOMO level	-10.9	eV
LUMO level	0.0137	hartree

Atoms and positions in Å:
1 N -3.092 -0.214 -0.148
2 C -1.978 -0.424 0.082
3 C -0.567 -0.452 0.185
4 C 0.274 0.846 -0.047
5 C 1.546 0.342 0.016
6 O 1.371 -1.063 -0.124
7 N 0.148 -1.500 0.033
8 H -0.180 1.781 0.101
9 H 2.478 0.685 -0.097

Most stable structure: version i

Version i
C4H8NO3 | ωB97M-V with the def2-TZVPD basis set

## Properties
total charge	0
spin multiplicity	2
HOMO level (alpha / beta)	-8.9 / -8.9	eV
LUMO level (alpha / beta)	0.0149 / -0.1436	hartree

Atoms and positions in Å:
1 C 2.691 0.978 1.454
2 C 1.148 0.883 1.272
3 O 0.744 0.233 2.306
4 O 0.567 1.344 0.322
5 H 3.276 0.121 1.177
6 H 2.926 0.997 2.524
7 H 3.045 1.886 0.890
8 C -1.303 -1.803 -1.118
9 C -1.898 -0.489 -1.418
10 O -2.829 -0.375 -2.253
11 N -1.715 0.651 -0.697
12 H -2.412 1.303 -1.034
13 H -0.846 0.836 -0.129
14 H -0.486 -2.054 -1.835
15 H -2.009 -2.593 -1.367
16 H -0.899 -1.916 -0.094

Version ii
C4H8NO3 | ωB97M-V with the def2-TZVPD basis set

## Properties
total charge	0
spin multiplicity	2
HOMO level (alpha / beta)	-9.9 / -9.9	eV
LUMO level (alpha / beta)	0.0217 / -0.1205	hartree

Atoms and positions in Å:
1 C 0.104 -2.597 0.298
2 C 1.145 -2.030 -0.646
3 O 0.952 -1.777 -1.809
4 O 2.300 -1.860 -0.067
5 H -0.846 -2.616 -0.230
6 H 0.033 -1.959 1.181
7 H 0.433 -3.587 0.615
8 C 0.039 1.007 0.631
9 C -0.474 2.385 0.316
10 O -0.242 3.387 0.958
11 N -1.239 2.452 -0.817
12 H -1.491 3.362 -1.166
13 H -1.349 1.693 -1.466
14 H -0.425 0.228 0.055
15 H -0.052 0.833 1.671
16 H 1.111 1.079 0.476

Most stable structure: version ii

Version i
C11H18OSi | ωB97M-V with the def2-TZVPD basis set

## Properties
total charge	0
structure (SMILES)	C[Si](C)(C)[C@H]1[C@@H]2C[C@@H]3/C(=C/O)[C@@H]3[C@@H]21
HOMO level	-8.7	eV
LUMO level	0.0283	hartree

Atoms and positions in Å:
1 C -3.090 -1.048 0.595
2 Si -1.908 0.313 -0.047
3 C -2.542 1.060 -1.639
4 C -1.977 1.762 1.295
5 C -0.074 -0.190 -0.126
6 C 0.466 -1.578 -0.052
7 C 1.763 -1.983 0.643
8 C 2.875 -1.160 -0.031
9 C 2.840 0.313 0.066
10 C 2.939 1.332 0.868
11 O 2.818 2.613 0.525
12 C 2.278 -0.294 -1.155
13 C 0.786 -0.709 -1.261
14 H -4.032 -0.626 1.023
15 H -3.426 -1.694 -0.154
16 H -2.771 -1.658 1.424
17 H -2.830 2.088 -1.699
18 H -2.073 0.792 -2.480
19 H -3.486 0.495 -1.812
20 H -1.005 2.081 1.482
21 H -2.415 2.669 0.855
22 H -2.360 1.520 2.261
23 H 0.658 0.309 0.621
24 H -0.186 -2.432 -0.025
25 H 1.903 -3.028 0.323
26 H 1.778 -1.674 1.736
27 H 3.819 -1.741 -0.088
28 H 3.460 1.080 1.813
29 H 2.560 2.581 -0.417
30 H 2.671 -0.218 -2.267
31 H 0.563 -0.977 -2.275

Version ii
C11H18OSi | ωB97M-V with the def2-TZVPD basis set

## Properties
total charge	0
structure (SMILES)	C/C=C/C1=C(O[Si](C)(C)C)CC=C1
HOMO level	-7.3	eV
LUMO level	0.0302	hartree

Atoms and positions in Å:
1 C -3.684 1.331 1.759
2 C -2.388 0.605 1.327
3 C -1.271 0.619 2.034
4 C 0.183 -0.264 1.571
5 C 1.419 -0.569 0.764
6 O 1.651 -0.092 -0.448
7 Si 0.908 0.324 -1.855
8 C -0.513 1.629 -1.629
9 C 0.238 -1.303 -2.573
10 C 2.299 1.136 -2.915
11 C 2.147 -1.726 1.350
12 C 1.353 -2.111 2.619
13 C 0.317 -1.273 2.583
14 H -4.118 1.982 1.000
15 H -3.671 1.831 2.648
16 H -4.358 0.494 1.806
17 H -2.558 0.029 0.401
18 H -1.114 1.170 2.931
19 H -1.289 1.466 -0.918
20 H 0.108 2.528 -1.215
21 H -0.748 1.828 -2.654
22 H -0.155 -1.141 -3.598
23 H 1.031 -2.070 -2.543
24 H -0.549 -1.916 -2.111
25 H 2.604 2.076 -2.452
26 H 3.360 0.508 -2.874
27 H 2.213 1.380 -3.992
28 H 3.250 -1.398 1.736
29 H 2.305 -2.563 0.700
30 H 1.441 -3.031 3.181
31 H -0.412 -1.480 3.367

Most stable structure: version ii

Version i
C37H29F6N5PS2SbW | ωB97M-V with the def2-TZVPD basis set

## Properties
total charge	+3
spin multiplicity	2
HOMO level (alpha / beta)	-16.7 / -16.7	eV
LUMO level (alpha / beta)	-0.3755 / -0.3616	hartree

Atoms and positions in Å:
1 W -0.773 0.189 -0.829
2 N 1.504 3.294 1.016
3 C 0.421 3.484 1.874
4 C 0.239 4.350 2.946
5 C -0.977 4.270 3.592
6 C -1.978 3.373 3.177
7 C -1.794 2.521 2.109
8 C -0.560 2.581 1.461
9 N -0.049 1.865 0.371
10 C 1.178 2.329 0.158
11 C 1.905 1.772 -0.963
12 C 3.037 2.147 -1.608
13 S 3.271 1.171 -2.990
14 C 1.868 0.302 -2.639
15 N 1.244 0.705 -1.553
16 H 2.391 3.772 1.069
17 H 1.002 5.051 3.257
18 H -1.174 4.923 4.431
19 H -2.923 3.366 3.703
20 H -2.594 1.873 1.777
21 H 3.719 2.947 -1.365
22 H 1.521 -0.522 -3.245
23 S -2.175 -2.023 -4.272
24 C -1.675 -3.240 -3.166
25 C -0.963 -2.739 -2.128
26 C -0.819 -1.311 -2.193
27 C -1.408 -0.818 -3.377
28 C -1.421 0.607 -3.706
29 C -1.789 1.167 -4.914
30 C -1.801 2.550 -5.025
31 C -1.455 3.331 -3.930
32 C -1.092 2.705 -2.754
33 N -1.057 1.371 -2.655
34 H -1.965 -4.266 -3.340
35 H -0.576 -3.358 -1.333
36 H -2.075 0.538 -5.745
37 H -2.094 3.016 -5.957
38 H -1.476 4.410 -3.979
39 H -0.840 3.268 -1.865
40 N -1.976 -0.964 0.640
41 C -1.486 -1.885 1.664
42 C -2.386 -2.494 2.525
43 C -1.891 -3.322 3.521
44 C -0.519 -3.523 3.659
45 C 0.366 -2.907 2.794
46 C -0.127 -2.089 1.774
47 P 0.933 -1.212 0.626
48 C 1.924 -2.450 -0.243
49 C 1.602 -3.804 -0.110
50 C 2.347 -4.770 -0.770
51 C 3.420 -4.403 -1.568
52 C 3.754 -3.061 -1.701
53 C 3.012 -2.093 -1.045
54 C 2.002 -0.219 1.705
55 C 3.381 -0.098 1.530
56 C 4.131 0.652 2.425
57 C 3.517 1.274 3.504
58 C 2.147 1.139 3.696
59 C 1.392 0.398 2.802
60 H -2.597 -0.291 1.098
61 H -2.625 -1.469 0.021
62 H -3.451 -2.321 2.427
63 H -2.579 -3.804 4.203
64 H -0.145 -4.159 4.450
65 H 1.433 -3.055 2.908
66 H 0.776 -4.118 0.513
67 H 2.092 -5.814 -0.649
68 H 4.004 -5.159 -2.074
69 H 4.606 -2.772 -2.302
70 H 3.319 -1.061 -1.135
71 H 3.892 -0.616 0.732
72 H 5.203 0.721 2.297
73 H 4.111 1.836 4.213
74 H 1.669 1.590 4.556
75 H 0.331 0.277 2.985
76 F -2.541 1.050 -0.646
77 Sb -4.749 0.724 -1.063
78 F -4.155 1.097 -2.794
79 F -4.776 2.533 -0.673
80 F -6.514 0.341 -1.358
81 F -4.609 0.347 0.777
82 F -4.041 -1.015 -1.322

Version ii
C37H29F6N5PS2SbW | ωB97M-V with the def2-TZVPD basis set

## Properties
total charge	+3
spin multiplicity	2
HOMO level (alpha / beta)	-16.4 / -16.4	eV
LUMO level (alpha / beta)	-0.3427 / -0.3594	hartree

Atoms and positions in Å:
1 W 0.424 0.940 0.427
2 N 2.800 1.676 3.909
3 C 3.470 0.484 3.660
4 C 4.507 -0.135 4.351
5 C 4.999 -1.296 3.801
6 C 4.492 -1.804 2.594
7 C 3.468 -1.182 1.913
8 C 2.928 -0.020 2.479
9 N 1.917 0.864 2.061
10 C 1.906 1.857 2.940
11 C 0.977 2.943 2.738
12 C 0.847 4.140 3.358
13 S -0.387 5.047 2.612
14 C -0.639 3.817 1.490
15 N 0.110 2.749 1.671
16 H 2.975 2.300 4.683
17 H 4.915 0.276 5.264
18 H 5.810 -1.817 4.291
19 H 4.937 -2.697 2.176
20 H 3.171 -1.558 0.941
21 H 1.406 4.531 4.194
22 H -1.357 3.915 0.692
23 S -2.707 3.221 -2.044
24 C -1.209 3.496 -2.804
25 C -0.169 2.845 -2.200
26 C -0.593 2.097 -1.067
27 C -1.954 2.218 -0.885
28 C -2.575 1.591 0.247
29 C -3.920 1.719 0.601
30 C -4.378 1.139 1.759
31 C -3.479 0.446 2.576
32 C -2.173 0.347 2.180
33 N -1.714 0.879 1.021
34 H -1.162 4.132 -3.676
35 H 0.845 2.919 -2.561
36 H -4.581 2.282 -0.045
37 H -5.418 1.233 2.045
38 H -3.789 -0.001 3.509
39 H -1.462 -0.161 2.813
40 N 0.307 -1.096 1.395
41 C -0.691 -2.122 1.100
42 C -0.977 -3.104 2.030
43 C -1.877 -4.103 1.683
44 C -2.456 -4.115 0.421
45 C -2.150 -3.121 -0.496
46 C -1.265 -2.103 -0.146
47 P -0.721 -0.805 -1.258
48 C -2.177 -0.418 -2.246
49 C -2.074 0.009 -3.572
50 C -3.219 0.262 -4.310
51 C -4.473 0.095 -3.738
52 C -4.583 -0.332 -2.421
53 C -3.444 -0.588 -1.677
54 C 0.555 -1.566 -2.274
55 C 1.122 -0.873 -3.346
56 C 2.103 -1.471 -4.118
57 C 2.532 -2.759 -3.823
58 C 1.982 -3.449 -2.752
59 C 0.999 -2.858 -1.973
60 H 0.363 -0.966 2.406
61 H 1.222 -1.496 1.167
62 H -0.503 -3.107 3.005
63 H -2.117 -4.879 2.398
64 H -3.143 -4.904 0.149
65 H -2.595 -3.140 -1.483
66 H -1.117 0.120 -4.052
67 H -3.131 0.573 -5.342
68 H -5.363 0.281 -4.323
69 H -5.559 -0.486 -1.979
70 H -3.549 -0.942 -0.659
71 H 0.822 0.140 -3.568
72 H 2.535 -0.931 -4.950
73 H 3.296 -3.225 -4.430
74 H 2.310 -4.455 -2.529
75 H 0.566 -3.420 -1.156
76 F 2.048 0.035 -0.475
77 Sb 3.536 1.468 -1.070
78 F 4.543 0.023 -1.600
79 F 4.227 1.450 0.648
80 F 4.408 3.028 -1.499
81 F 1.931 2.370 -0.224
82 F 2.539 1.550 -2.628

Most stable structure: version i